No. 1
The following is a quantum chemistry calculation of C16H15BrN5Yb as an isolated structure in a non-equilibrium geometry, from OMol25.

```
38
Properties=species:S:1:pos:R:3
Yb -1.11796 0.19706 1.31249
C 2.17714 -1.31948 1.26620
N 0.79686 -1.84936 1.22288
C 0.54770 -2.79739 0.11477
C -0.67371 -2.39479 -0.66644
N -1.29966 -1.23952 -0.45090
C -2.31441 -1.16686 -1.39501
C -3.23225 -0.14758 -1.62641
C -4.13067 -0.34805 -2.65330
C -4.12228 -1.52404 -3.41353
C -3.20375 -2.53482 -3.20563
C -2.28416 -2.33299 -2.18229
N -1.22643 -3.07546 -1.68440
C 2.17090 0.18178 1.36720
N 1.05352 0.89275 1.22902
C 1.43368 2.22634 1.28759
C 0.65604 3.37184 1.15323
C 1.31619 4.57921 1.24322
C 2.69647 4.64363 1.47073
C 3.48182 3.51312 1.58761
C 2.82629 2.29160 1.48064
N 3.24557 0.97251 1.52076
H 2.69417 -1.57126 0.33167
H 2.75487 -1.75353 2.09142
H 0.59866 -2.32281 2.11213
H 0.44413 -3.82776 0.47650
H 1.39423 -2.77544 -0.58329
H -3.23314 0.76719 -1.01985
H -4.85746 0.41225 -2.88292
H -4.86373 -1.63700 -4.18755
H -3.21017 -3.42936 -3.80882
H -0.90773 -3.95758 -2.06316
H -0.42595 3.30939 0.98078
H 0.76544 5.49795 1.13549
H 3.15509 5.61510 1.55669
H 4.54538 3.58539 1.75424
H 4.20850 0.67246 1.60514
Br -1.85919 -0.72448 3.52311
```

As for the multiplicity: 2. The HOMO energy (spin up / spin down) comes out at -15.0 / -15.0 eV. For the frontier orbital gap (spin up / spin down), the calculation gives 7.8 / 6.9 eV. The net charge is +2.


No. 2
The following is a quantum chemistry calculation of C16H15F3N3O4PdSSeTe as an isolated structure, from OMol25.

```
45
Properties=species:S:1:pos:R:3
Pd 0.95572 0.22196 1.62654
C -1.23452 4.26084 3.31519
N -1.81291 2.93642 3.27872
C -3.15814 2.65205 3.18105
C -3.24991 1.29691 3.12754
N -1.99358 0.75147 3.18001
C -1.13975 1.75696 3.27164
S 0.59106 1.61088 3.43345
H -1.88814 4.95033 2.78383
H -0.26825 4.23538 2.81721
H -1.09683 4.60728 4.34056
H -3.89605 3.43478 3.15989
H -4.12866 0.67893 3.05207
H -1.58943 -0.71115 2.94103
O -1.42749 -1.67516 2.63704
Se -0.04336 -2.41348 3.36327
O -0.23274 -2.43656 4.95637
O 1.24968 -1.47988 2.88922
O 0.02878 -3.83210 2.59632
Te 0.75410 2.38867 0.27928
C 0.44277 1.60788 -1.67538
C 1.26343 1.97965 -2.73696
C 1.09561 1.42021 -3.99932
C 0.11261 0.46618 -4.21374
C -0.71959 0.09539 -3.16362
C -0.56486 0.67026 -1.91093
H 2.05671 2.69914 -2.56977
H 1.74773 1.71967 -4.81163
H -0.00620 0.01251 -5.18992
H -1.49189 -0.64840 -3.32124
H -1.21503 0.37458 -1.09602
F 0.68659 -3.24429 -4.30299
C 1.64987 -3.55526 -3.40977
F 2.82996 -3.41907 -4.04292
F 1.50157 -4.85928 -3.11583
C 1.55765 -2.68909 -2.18476
C 0.60983 -2.96886 -1.21546
C 0.49785 -2.11570 -0.13320
N 1.27491 -1.03593 0.00001
C 2.20407 -0.78685 -0.92360
C 2.38055 -1.58712 -2.03686
H -0.03497 -3.83323 -1.28283
H -0.23198 -2.29768 0.64339
H 2.80117 0.10036 -0.76542
H 3.13205 -1.33957 -2.77147
```

As for the multiplicity: 1. The HOMO energy comes out at -4.8 eV. For the frontier orbital gap, the calculation gives 7.1 eV. The calculation puts the energy above the lowest of the compared OMol25 structures with the same formula, charge and spin at 0.000 eV. The net charge is -1.


No. 3
The following is a quantum chemistry calculation of C16H15F3NO13S2 as an isolated structure, from OMol25.

```
50
Properties=species:S:1:pos:R:3
O -0.71717 -2.64061 0.31818
S -0.91694 -2.31622 1.71899
O -2.25274 -2.57552 2.24222
N -0.33081 -0.91640 2.19714
S -0.28411 0.37149 1.24525
O 0.30187 1.45839 2.01470
O 0.33059 0.09682 -0.04472
C -1.97508 0.88908 0.92385
C -2.98686 0.69402 2.06254
O -4.32527 0.62668 1.57421
C -4.65311 -0.52748 0.85310
C -5.70637 -1.34655 1.59494
F -6.97129 -0.99993 1.22374
F -5.65419 -1.20107 2.92148
F -5.59854 -2.65839 1.31614
H -0.10508 -3.11632 2.42423
H -2.28404 0.40156 -0.00859
H -1.88739 1.96185 0.71386
H -2.73856 -0.15548 2.69538
H -2.96089 1.58921 2.69408
H -3.80701 -1.18874 0.65202
H -5.10686 -0.23641 -0.10421
C -1.21810 4.18378 -2.61464
C -0.96037 4.63800 -3.84626
C 0.31168 4.29879 -4.58950
O 0.42057 4.76955 -5.71304
C 1.28948 3.45508 -3.95178
C 1.03880 2.98586 -2.71489
C -0.23023 3.33800 -1.96739
O -0.30931 2.86921 -0.85497
O 1.83812 2.17987 -2.05099
O -1.77884 5.42679 -4.53730
H -2.12145 4.42854 -2.07382
H 2.19005 3.21157 -4.49719
H 1.37922 1.91752 -1.21766
H -1.32580 5.58215 -5.38959
C 3.90581 -2.61807 2.42806
C 5.08147 -2.19891 1.94533
C 5.54560 -2.52724 0.54614
O 6.63524 -2.08688 0.21538
C 4.69108 -3.32500 -0.30160
C 3.50670 -3.74138 0.17402
C 3.04742 -3.41929 1.57842
O 1.96818 -3.86778 1.90813
O 2.64124 -4.45497 -0.52265
O 5.95057 -1.46648 2.63406
H 3.56373 -2.38513 3.42625
H 5.02876 -3.54951 -1.30317
H 1.84318 -4.54889 0.03704
H 6.69707 -1.30520 2.02511
```

As for the multiplicity: 1. The HOMO energy comes out at -6.3 eV. For the frontier orbital gap, the calculation gives 6.9 eV. The net charge is -1.


No. 4
The following is a quantum chemistry calculation of a 2-piece molecular cluster, C16H15F3NO6S2 overall in a non-equilibrium geometry, from OMol25.

```
43
Properties=species:S:1:pos:R:3
C 5.28151 -0.73934 0.23352
C 4.61629 -1.74580 1.13186
O 3.36502 -2.10888 0.52310
C 2.70446 -3.00914 1.29251
C 1.39229 -3.28928 0.73440
C 0.59014 -4.40151 1.22444
O 0.73206 -5.07978 2.21822
C -0.54952 -4.62370 0.19405
C -0.43581 -3.46711 -0.79658
C 0.99623 -2.89258 -0.62734
O 3.19658 -3.48886 2.30095
H 6.21514 -0.38961 0.67780
H 5.50739 -1.18417 -0.73998
H 4.63241 0.12475 0.07330
H 5.23641 -2.64525 1.25632
H 4.40147 -1.31728 2.12105
H -0.39572 -5.59425 -0.30255
H -1.51668 -4.67184 0.70535
H -0.63608 -3.78275 -1.82640
H -1.15570 -2.68129 -0.53128
H 1.05060 -1.80519 -0.79125
H 1.66591 -3.37891 -1.36626
F 2.57272 1.14891 -0.67058
C 1.28109 1.53356 -0.87154
F 1.24990 2.88048 -0.93658
F 0.87715 1.02210 -2.06183
S 0.22903 0.90786 0.47488
N -1.12958 1.98195 0.12896
C -1.29389 3.28501 0.65617
O -0.46160 3.86158 1.32788
C -2.63306 3.76226 0.20573
C -3.36619 2.79519 -0.43353
C -4.63937 3.02559 -0.95044
C -5.18547 4.30429 -0.80632
C -4.45744 5.30654 -0.15392
C -3.18679 5.04773 0.35561
S -2.53696 1.25318 -0.55401
O -2.30439 0.92571 -1.93564
O -3.07147 0.30113 0.37859
H -5.15558 2.21456 -1.44861
H -6.17285 4.50396 -1.20947
H -4.90198 6.29348 -0.05558
H -2.60768 5.81673 0.85499
```

As for the multiplicity: 1. The HOMO energy comes out at -2.8 eV. For the frontier orbital gap, the calculation gives 3.9 eV. The calculation puts the energy above the lowest of the compared OMol25 structures with the same formula, charge and spin at 0.000 eV. The net charge is -1.


No. 5
The following is a quantum chemistry calculation of C16H15F6N7O9S3V as an isolated structure, from OMol25.

```
57
Properties=species:S:1:pos:R:3
V 0.77760 0.84292 0.61280
N 0.47125 2.10481 2.32072
C -0.04643 3.40689 1.83515
C 0.54663 3.74144 0.45502
O 0.66859 4.91444 0.11075
N 0.87362 2.63087 -0.19929
C 1.75479 2.61554 -1.34490
C 2.83803 1.56760 -1.06443
O 3.88388 1.52810 -1.65667
O 2.50470 0.70424 -0.09495
H -0.05672 1.71813 3.09692
H 1.42474 2.20377 2.67870
H 0.17789 4.22249 2.52195
H -1.13072 3.32937 1.73382
H 2.19516 3.59357 -1.54020
H 1.22612 2.29342 -2.24939
F 4.84157 0.06358 5.81262
C 3.64856 -0.28026 5.32766
F 2.73948 0.54671 5.84207
F 3.37294 -1.51649 5.73822
S 3.67725 -0.17242 3.45997
O 3.03419 1.08038 3.16906
O 5.04224 -0.38369 3.11423
N 2.84003 -1.43768 3.00180
S 1.29647 -1.40715 2.90342
O 0.79771 -1.13231 1.56194
O 0.59904 -0.70966 3.95442
C 0.90543 -3.19359 3.11131
F 1.55677 -3.94175 2.23828
F 1.21981 -3.58330 4.34451
F -0.40563 -3.36133 2.93660
N -3.48853 -1.03318 -6.54469
C -2.63508 -1.10627 -5.44155
C -1.69791 -0.09785 -5.20749
C -0.81881 -0.19453 -4.14589
C -0.87186 -1.29308 -3.30175
C -1.79675 -2.29996 -3.52192
C -2.67061 -2.21154 -4.59172
S 0.25826 -1.40828 -1.95419
O 0.06036 -2.68040 -1.32069
O 1.54723 -1.03298 -2.45194
N -0.19019 -0.18994 -0.95104
C -1.37296 -0.29870 -0.31330
N -2.38779 -1.10623 -0.65025
C -3.47118 -1.02512 0.09997
C -3.60195 -0.17383 1.19340
C -2.49873 0.60305 1.48481
N -1.40631 0.55202 0.74280
H -3.65491 -0.10084 -6.88756
H -4.34292 -1.55820 -6.45055
H -1.65582 0.75911 -5.86961
H -0.08353 0.58142 -3.97407
H -1.82686 -3.13871 -2.84063
H -3.38956 -3.00265 -4.77188
H -4.29136 -1.67982 -0.18021
H -4.50254 -0.13341 1.78590
H -2.48466 1.28129 2.33195
```

As for the multiplicity: 3. The HOMO energy (spin up / spin down) comes out at -5.5 / -6.2 eV. For the frontier orbital gap (spin up / spin down), the calculation gives 7.8 / 8.5 eV. The calculation puts the energy above the lowest of the compared OMol25 structures with the same formula, charge and spin at 0.244 eV. The net charge is -1.


| no. | molar mass (g/mol) |
| --- | --- |
| 1 | 530.27 |
| 2 | 715.35 |
| 3 | 550.42 |
| 4 | 438.42 |
| 5 | 710.47 |